Record 1
Formula: C9H14N3OS
Source: the OMol25 dataset
Level of theory: ωB97M-V/def2-TZVPD

Geometry as ORCA input:
```
! RIJCOSX wB97M-V def2-TZVPD def2/J DEFGRID3
* xyz 1 1
C 2.3342 -0.2616 -1.4737
C 2.6683 -0.0090 0.7514
C 2.1179 -2.1344 -0.1007
C -2.7258 -1.4386 -0.7899
C -3.2612 -0.5364 0.2809
C 1.7409 -1.5462 -1.2500
C -1.8156 -0.3576 -0.2781
C 0.3573 0.3840 0.5364
C 1.3429 3.0963 0.1876
N 2.7538 0.5640 -0.5863
N 1.3692 0.3549 1.4348
N -0.5671 -0.5444 0.3789
O 2.8123 -1.3929 0.8512
S 0.1229 1.8642 -0.4445
H 2.6070 -0.1143 -2.4901
H 3.4609 0.5316 1.4191
H 1.7351 -3.0591 0.3185
H -2.4323 -2.3479 -0.4280
H -3.0516 -1.3393 -1.8384
H -4.0577 0.3223 0.0796
H -3.2434 -0.8169 1.3216
H 1.0704 -1.9343 -2.0239
H -1.8512 0.5163 -0.9681
H 1.4044 3.1194 1.3195
H 1.0498 3.9634 -0.4196
H 2.3095 2.6976 -0.2269
H 1.2921 -0.2304 2.2777
H -0.4849 -1.5444 0.8367
*
```

Computed properties:
E = -988.6646 a.u.
F_max = 3.92 eV/A
HOMO-LUMO gap = 9.001 eV

***

Record 2
Formula: C9H14N3OS
Source: the OMol25 dataset
Level of theory: ωB97M-V/def2-TZVPD

Geometry as ORCA input:
```
! RIJCOSX wB97M-V def2-TZVPD def2/J DEFGRID3
* xyz 1 1
C 0.0444 0.8650 0.0043
C 1.2576 0.8644 0.5561
C -1.1670 1.5676 -0.2746
C -2.5386 -0.5225 0.2820
C 2.0666 -0.3781 0.7986
C -0.3373 -1.1829 -0.4055
C 1.8619 2.2352 1.0263
C 3.1630 -0.4033 -0.2608
C -0.4004 -1.4107 -1.8847
N -2.3603 0.7589 -0.0254
N -1.5638 -1.4084 0.2701
N -3.7833 -0.8080 0.6026
O -1.2004 2.7584 -0.5046
S 0.9610 -1.8736 0.6079
H 2.4438 -0.3305 1.7884
H 2.8865 2.1939 0.6937
H 1.7095 2.2435 2.1614
H 1.3871 3.0501 0.5679
H 3.0539 0.6587 -0.6281
H 2.9141 -1.0234 -1.0634
H 4.0729 -0.7138 0.2098
H 0.1834 -0.6380 -2.3773
H -1.3745 -1.6044 -2.3566
H -0.0401 -2.3431 -2.1909
H -3.0797 1.5320 0.1875
H -1.8688 -2.3448 0.4205
H -4.4565 -0.1715 0.5596
H -3.8351 -1.5707 1.2352
*
```

Computed properties:
E = -988.7065 a.u.
F_max = 5.88 eV/A
HOMO-LUMO gap = 8.469 eV

***

Record 3
Formula: C9H14N3OS
Source: the OMol25 dataset
Level of theory: ωB97M-V/def2-TZVPD

Geometry as ORCA input:
```
! RIJCOSX wB97M-V def2-TZVPD def2/J DEFGRID3
* xyz 1 1
C -0.6304 -0.0475 0.0174
C -1.0957 -1.3088 0.0431
C -2.8780 0.3322 -0.0962
C 2.9183 -0.9487 -0.3267
C 2.8579 -0.5500 1.1642
C 1.4939 0.8054 -0.0519
C -0.1903 -2.4667 0.2585
C -4.1318 1.0205 -0.3647
C 0.9345 2.0763 -0.6635
N -1.6729 0.8391 -0.0242
N 2.0600 0.0062 -0.9082
N 2.0079 0.6090 1.2093
O 3.3169 -1.9429 -0.8635
S -2.8561 -1.4280 0.0397
H 2.6328 -1.5439 1.7096
H 3.7899 -0.4029 1.5559
H 0.9197 -2.1280 0.1401
H -0.3764 -2.9885 1.2618
H -0.2315 -3.1795 -0.5006
H -3.9069 2.0568 -0.0235
H -4.5696 0.7382 -1.3504
H -4.8197 0.7276 0.4638
H 1.7454 2.5763 -1.0025
H 0.5247 2.7985 0.0644
H 0.4106 1.8950 -1.6020
H 1.9664 -0.1749 -1.9018
H -1.5932 1.8344 -0.2260
H 1.3736 0.7949 1.9778
*
```

Computed properties:
E = -988.7162 a.u.
F_max = 4.82 eV/A
HOMO-LUMO gap = 9.000 eV

***

Record 4
Formula: C9H14N4O4S
Source: the OMol25 dataset
Level of theory: ωB97M-V/def2-TZVPD

Geometry as ORCA input:
```
! RIJCOSX wB97M-V def2-TZVPD def2/J DEFGRID3
* xyz 0 1
O -5.3796 1.2672 1.3840
N -4.6577 0.3814 0.8767
O -5.0427 -0.3924 -0.0406
C -3.3199 0.1830 1.3050
C -2.6185 0.8735 2.2707
C -1.2991 0.3889 2.2834
N -0.2688 0.9268 3.0967
O 0.8872 0.4549 2.9510
O -0.5408 1.8335 3.9111
C -1.0004 -0.6322 1.3245
S -2.4039 -1.0322 0.4257
H -3.0161 1.6477 2.9159
H -0.2066 -1.3666 1.4486
N 1.2224 -2.4734 0.0360
C 2.2002 -1.8137 -0.8250
C 1.4744 -0.7104 -1.5822
C 2.3468 0.2961 -2.3596
C 1.6260 1.6466 -2.1664
C 0.6736 1.4560 -0.9522
N 0.6771 0.0663 -0.7026
H 0.4775 -2.8704 -0.5344
H 1.6545 -3.2219 0.5707
H 2.9811 -1.3654 -0.1968
H 2.6616 -2.4968 -1.5574
H 0.8359 -1.2333 -2.3291
H 3.3533 0.3366 -1.9283
H 2.4162 0.0132 -3.4141
H 2.3331 2.4635 -1.9964
H 1.0206 1.8662 -3.0507
H 1.0238 2.0349 -0.0804
H -0.3395 1.8139 -1.1868
H 0.2281 -0.3415 0.1029
*
```

Computed properties:
E = -1269.2648 a.u.
SMILES string = O=[N+]([O-])c1csc([N+](=O)[O-])c1.NC[C@@H]1CCCN1
F_max = 3.74 eV/A
HOMO-LUMO gap = 6.450 eV